(1)
{
  "formula": "C4H5O4",
  "method": "ωB97M-V/def2-TZVPD",
  "species": ["C", "C", "O", "C", "O", "C", "O", "O", "H", "H", "H", "H", "H"],
  "positions_angstrom": [[1.3481, -0.3927, -0.0303], [-0.0355, 0.1664, 0.3500], [-0.2344, 0.3987, 1.7538], [-0.1877, 1.3826, -0.5735], [-0.8205, 2.3775, -0.3151], [-1.2126, -0.9129, -0.1484], [-2.1965, -0.8394, 0.5639], [-0.8532, -1.7260, -1.0428], [2.0910, 0.3599, -0.0564], [1.2651, -0.4723, -1.1120], [1.7180, -1.3529, 0.2368], [-1.1483, -0.1238, 1.9980], [0.2665, 1.1348, -1.6241]],
  "forces_ev_per_a": [[-1.115, 0.622, -1.727], [0.109, -0.837, 0.161], [-2.282, -1.360, -0.233], [-0.707, -0.874, 0.121], [0.595, -0.106, -0.439], [2.779, -0.852, -0.830], [-1.535, -0.086, 0.704], [-0.795, 1.239, 0.699], [1.209, 0.916, 1.115], [-0.285, -0.607, -0.310], [-0.120, -0.645, 1.016], [2.783, 1.807, -1.494], [-0.635, 0.782, 1.216]],
  "lowdin_charge": [-0.060, -0.428, -0.085, -0.227, 0.040, -0.644, -0.018, -0.058, 0.055, 0.054, 0.072, 0.154, 0.144],
  "smiles": "C[C@@](O)(C=O)C(=O)[O-]",
  "spin_multiplicity": 1,
  "homo_lumo_gap_ha": 0.313,
  "fmax_ev_per_a": 3.64,
  "de_lowest_ev": 1.4554,
  "total_charge": -1,
  "energy_ev": -12419.84637
}

***

(2)
{
  "formula": "C4H5O4",
  "method": "ωB97M-V/def2-TZVPD",
  "species": ["O", "C", "O", "C", "C", "C", "O", "O", "H", "H", "H", "H", "H"],
  "positions_angstrom": [[2.6366, 0.5848, 0.2956], [1.5272, 0.7557, -0.5919], [1.5733, 1.4211, -1.6628], [0.4750, -0.3389, -0.4373], [-0.6400, -0.0325, 0.5864], [-1.9401, -0.8298, 0.3682], [-2.9890, -0.1720, 0.1480], [-1.8556, -2.0849, 0.4534], [1.4852, 1.5295, 0.4330], [0.8989, -1.3203, -0.2187], [-0.0232, -0.4718, -1.4026], [-0.8807, 1.0219, 0.4154], [-0.2675, -0.0629, 1.6134]],
  "forces_ev_per_a": [[0.025, -0.438, -1.052], [0.807, 0.655, 1.652], [0.340, -0.271, -0.457], [-0.860, -0.727, -0.077], [0.171, 1.094, -0.682], [-0.103, -0.511, 0.430], [0.040, 0.104, -0.030], [0.094, 0.034, -0.047], [-0.739, 0.184, 0.044], [0.358, 0.095, 0.172], [0.046, 0.238, -0.076], [-0.174, -0.011, 0.087], [-0.006, -0.444, 0.036]],
  "lowdin_charge": [-0.230, -0.788, -0.152, -0.170, -0.164, -0.767, -0.132, -0.131, 0.151, 0.095, 0.103, 0.088, 0.096],
  "spin_multiplicity": 2,
  "homo_lumo_gap_ha": [0.226, 0.283],
  "fmax_ev_per_a": 1.95,
  "total_charge": -2,
  "energy_ev": -12415.84987
}

***

(3)
{
  "formula": "C4H5O4P",
  "method": "ωB97M-V/def2-TZVPD",
  "species": ["C", "C", "C", "C", "O", "O", "O", "O", "P", "H", "H", "H", "H", "H"],
  "positions_angstrom": [[-1.4132, 1.2878, 0.1895], [-0.6769, 0.5757, 1.2460], [-0.2664, 0.3049, 0.0225], [-0.7060, 0.1096, 2.5998], [1.0329, -2.2975, -3.4633], [3.0772, -1.7235, -2.0057], [0.3804, -0.0587, -0.9975], [2.3387, -0.0961, -3.9044], [2.0797, -1.3020, -3.0430], [-2.4418, 0.9768, 0.0378], [-1.4426, 2.3620, 0.0956], [0.0015, 0.6144, 3.4464], [-0.2022, -0.9133, 2.6874], [-1.7613, 0.1601, 3.0890]],
  "forces_ev_per_a": [[-1.775, 0.424, 0.875], [1.094, -0.447, 0.035], [0.969, 0.624, -2.943], [0.862, -0.618, 3.772], [0.423, 0.784, 0.266], [-0.446, 0.467, -0.435], [-0.333, -0.378, 1.579], [-0.277, -0.562, 0.735], [0.414, -0.819, -0.613], [-0.655, -0.586, -0.513], [0.798, 0.901, -0.145], [-1.320, -0.085, -1.622], [-1.261, 0.768, -0.261], [1.508, -0.472, -0.730]],
  "lowdin_charge": [-0.159, -0.332, -0.434, -0.178, -0.435, -0.430, -0.092, -0.435, 0.249, 0.033, 0.027, 0.056, 0.065, 0.062],
  "spin_multiplicity": 1,
  "homo_lumo_gap_ha": 0.223,
  "fmax_ev_per_a": 3.92,
  "de_lowest_ev": 2.4682,
  "total_charge": -2,
  "energy_ev": -21706.67319
}

***

(4)
{
  "formula": "C4H5OP",
  "method": "ωB97M-V/def2-TZVPD",
  "species": ["C", "P", "O", "C", "C", "C", "H", "H", "H", "H", "H"],
  "positions_angstrom": [[1.6788, -0.6561, 0.8800], [-0.0001, -0.2078, 1.4355], [0.0573, 1.1823, 0.4673], [-0.8241, 0.1997, -0.0620], [-1.1722, 0.0772, -1.5191], [-2.0660, 0.5070, -0.6563], [2.1409, 0.3449, 0.9668], [1.8423, -1.1381, -0.1601], [2.0657, -1.2905, 1.7107], [-0.7574, -0.1609, -2.4681], [-2.9652, 1.1422, -0.5947]],
  "forces_ev_per_a": [[0.635, -1.490, -0.027], [0.517, 0.028, -0.105], [-0.843, 1.040, 0.279], [0.781, -0.158, -1.008], [0.155, -0.378, 2.160], [-1.655, 1.276, -1.555], [0.180, -0.643, -0.283], [-0.356, 0.918, 1.809], [0.266, 0.144, -0.881], [-0.104, 0.063, -0.519], [0.424, -0.800, 0.129]],
  "lowdin_charge": [-0.319, 0.941, -0.332, -0.683, 0.078, -0.015, 0.034, 0.076, 0.017, 0.089, 0.115],
  "smiles": "CP1OC12C=C2",
  "spin_multiplicity": 1,
  "homo_lumo_gap_ha": 0.361,
  "fmax_ev_per_a": 2.60,
  "de_lowest_ev": 2.9205,
  "total_charge": 0,
  "energy_ev": -15561.09493
}

***

(5)
{
  "formula": "C4H6",
  "method": "ωB97M-V/def2-TZVPD",
  "species": ["C", "C", "C", "C", "H", "H", "H", "H", "H", "H"],
  "positions_angstrom": [[-1.0769, -0.4994, -0.3105], [1.0926, 0.0984, 0.3756], [-0.3000, 0.5167, 0.5491], [0.2498, -0.0031, -0.8157], [-1.1334, -1.4843, 0.2391], [-2.0832, -0.1819, -0.6403], [1.9157, 0.6859, 0.3830], [1.6439, -1.1974, 1.1381], [-0.5917, 1.5145, 0.8737], [0.2832, 0.5506, -1.7923]],
  "forces_ev_per_a": [[0.683, -0.880, 3.025], [-1.288, -6.192, 1.837], [0.050, 0.704, -0.766], [-1.486, 1.223, -1.538], [0.231, 0.689, -1.049], [1.017, 0.086, -0.395], [2.044, 2.140, 0.100], [-1.570, 3.024, -2.040], [-0.103, -0.266, -0.472], [0.424, -0.528, 1.299]],
  "lowdin_charge": [-0.100, -0.175, -0.194, -0.199, 0.103, 0.105, 0.030, 0.174, 0.119, 0.137],
  "spin_multiplicity": 1,
  "homo_lumo_gap_ha": 0.357,
  "fmax_ev_per_a": 6.59,
  "de_lowest_ev": 3.3908,
  "total_charge": 0,
  "energy_ev": -4240.56991
}

***

(6)
{
  "formula": "C4H6",
  "method": "ωB97M-V/def2-TZVPD",
  "species": ["C", "C", "C", "C", "H", "H", "H", "H", "H", "H"],
  "positions_angstrom": [[1.7742, 0.0146, 0.2299], [0.3175, -0.0455, -0.0933], [-0.9270, 0.6905, 0.0268], [-0.9299, -0.7555, 0.0018], [2.3225, -0.9466, -0.0309], [2.1684, 0.9796, -0.1078], [-0.9809, 1.4070, 0.9562], [-1.3341, 1.1789, -0.8410], [-1.1582, -1.1292, -0.9128], [-1.2526, -1.3938, 0.7712]],
  "forces_ev_per_a": [[-5.587, -1.217, -3.590], [6.624, 0.363, 2.504], [0.096, 4.393, 1.417], [0.530, -1.152, 1.407], [-0.511, 1.394, 0.916], [0.368, -0.341, 0.705], [-0.223, -1.931, -1.598], [-0.076, 0.233, -0.272], [-1.196, -1.160, -2.712], [-0.025, -0.583, 1.222]],
  "lowdin_charge": [0.050, -0.248, -0.154, -0.149, 0.049, 0.025, 0.154, 0.094, 0.079, 0.100],
  "smiles": "C=C1CC1",
  "spin_multiplicity": 1,
  "homo_lumo_gap_ha": 0.365,
  "fmax_ev_per_a": 7.09,
  "de_lowest_ev": 2.3785,
  "total_charge": 0,
  "energy_ev": -4241.58214
}

***

(7)
{
  "formula": "C4H6",
  "method": "ωB97M-V/def2-TZVPD",
  "species": ["C", "C", "C", "C", "H", "H", "H", "H", "H", "H"],
  "positions_angstrom": [[0.8936, 0.6276, -0.9241], [-0.0337, 0.5895, 0.2504], [-0.5439, -0.5691, 0.8063], [-0.5456, -1.8017, 1.2605], [0.5694, 1.2918, -1.7241], [1.0231, -0.3625, -1.3587], [1.8582, 1.0286, -0.5890], [-0.3566, 1.5490, 0.6582], [-1.4964, 0.0560, 0.5956], [-1.4040, -2.4375, 1.0244]],
  "forces_ev_per_a": [[-0.008, -0.065, -0.162], [0.208, 0.057, 0.014], [0.465, -0.147, 0.384], [-0.169, 0.433, -0.490], [-0.203, 0.098, 0.051], [0.144, 0.034, 0.159], [-0.008, -0.163, 0.039], [0.029, -0.227, -0.027], [-0.523, -0.164, -0.088], [0.065, 0.145, 0.119]],
  "lowdin_charge": [-0.082, -0.153, -0.347, 0.065, 0.073, 0.081, 0.086, 0.106, 0.169, 0.003],
  "spin_multiplicity": 1,
  "homo_lumo_gap_ha": [0.287, 0.287],
  "fmax_ev_per_a": 0.68,
  "de_lowest_ev": 4.1327,
  "total_charge": 0,
  "energy_ev": -4239.82801
}

***

(8)
{
  "formula": "C4H6AgO3",
  "method": "ωB97M-V/def2-TZVPD",
  "species": ["C", "C", "H", "H", "H", "Ag", "O", "C", "O", "O", "C", "H", "H", "H"],
  "positions_angstrom": [[-3.5159, 1.2084, 0.0686], [-2.3156, 1.3936, 0.0917], [-4.5930, 1.1306, 0.0248], [-0.7817, 1.2473, -0.0895], [-2.5629, 2.4073, 0.6941], [2.5427, 2.1553, -0.6105], [2.5763, 0.1825, -0.0251], [1.3442, 0.0886, -0.1814], [0.6675, 1.1926, -0.2569], [0.6911, -1.0349, -0.2202], [1.3783, -2.2713, 0.0763], [0.6042, -3.0410, 0.0530], [2.1328, -2.4521, -0.6948], [1.8319, -2.2069, 1.0697]],
  "forces_ev_per_a": [[-1.548, -0.140, -0.166], [4.938, 0.967, 0.319], [0.087, 0.015, 0.113], [-2.741, 0.151, 0.208], [-0.094, -1.051, -0.598], [0.922, 1.605, -0.175], [1.474, -0.068, -0.141], [-3.605, -2.672, 0.551], [-0.403, -0.253, -0.227], [0.396, 2.334, 0.048], [0.636, -1.080, 0.104], [0.210, 0.245, -0.016], [-0.168, -0.034, 0.183], [-0.106, -0.019, -0.202]],
  "lowdin_charge": [0.238, 0.032, 0.121, 0.232, 0.198, 1.230, 0.140, -0.658, -0.032, 0.079, 0.051, 0.124, 0.122, 0.123],
  "spin_multiplicity": 2,
  "homo_lumo_gap_ha": [0.389, 0.251],
  "fmax_ev_per_a": 5.04,
  "de_lowest_ev": 2.6815,
  "total_charge": 2,
  "energy_ev": -14361.50787
}